A) {"formula": "C44H39ClF3N3O5OsTe", "method": "ωB97M-V/def2-TZVPD", "s_squared": 0.7994, "spin_multiplicity": 2, "total_charge": -1, "symbols": ["Os", "O", "C", "O", "C", "C", "C", "N", "C", "C", "C", "O", "O", "H", "H", "H", "C", "C", "C", "C", "C", "C", "Te", "N", "C", "O", "C", "C", "C", "C", "C", "C", "C", "C", "C", "C", "C", "C", "C", "C", "C", "C", "C", "C", "H", "H", "H", "H", "H", "H", "H", "H", "H", "H", "H", "H", "H", "H", "H", "H", "H", "H", "H", "H", "H", "H", "H", "H", "H", "H", "H", "F", "C", "F", "H", "F", "C", "C", "C", "C", "C", "C", "H", "H", "H", "H", "Cl", "C", "C", "C", "C", "N", "C", "H", "H", "H", "H"], "positions_angstrom": [[1.97, 0.07, 1.82], [5.80, -5.23, -0.44], [5.34, -5.27, 0.69], [5.50, -6.03, 1.64], [4.36, -4.08, 1.02], [4.08, -3.77, 2.37], [3.29, -2.69, 2.64], [2.74, -1.90, 1.71], [2.94, -2.26, 0.39], [3.78, -3.33, 0.03], [2.19, -1.49, -0.61], [2.25, -1.71, -1.83], [1.40, -0.58, -0.12], [4.49, -4.37, 3.15], [3.08, -2.42, 3.67], [3.94, -3.53, -1.02], [-4.28, 2.92, -6.17], [-3.32, 2.30, -5.21], [-3.09, 0.93, -5.21], [-2.21, 0.35, -4.31], [-1.97, -1.13, -4.39], [-1.52, 1.13, -3.38], [-0.11, 0.17, -2.02], [0.80, 1.58, 1.75], [-0.32, 1.93, 2.21], [-1.06, 1.19, 3.16], [-0.96, 3.20, 1.89], [-2.22, 3.54, 2.38], [-2.77, 4.78, 2.10], [-2.08, 5.68, 1.30], [-0.85, 5.33, 0.77], [-0.29, 4.11, 1.07], [-1.71, -0.85, -1.02], [-1.73, -2.25, -0.96], [-0.63, -3.10, -1.52], [-2.81, -2.89, -0.37], [-3.89, -2.19, 0.14], [-5.11, -2.88, 0.69], [-3.84, -0.80, 0.10], [-2.76, -0.12, -0.45], [-2.78, 1.37, -0.43], [-1.72, 2.52, -3.40], [-0.97, 3.45, -2.49], [-2.61, 3.08, -4.31], [-4.58, 2.22, -6.95], [-3.84, 3.80, -6.65], [-5.18, 3.25, -5.65], [-3.62, 0.31, -5.91], [-2.44, -1.55, -5.27], [-2.39, -1.63, -3.51], [-0.90, -1.35, -4.42], [-2.75, 2.83, 2.99], [-3.73, 5.05, 2.51], [-2.51, 6.66, 1.09], [-0.32, 6.02, 0.13], [0.67, 3.83, 0.67], [-0.02, -2.55, -2.24], [-1.05, -3.98, -2.01], [0.04, -3.44, -0.73], [-2.82, -3.97, -0.33], [-5.06, -3.95, 0.52], [-6.00, -2.48, 0.21], [-5.19, -2.70, 1.76], [-4.67, -0.23, 0.50], [-3.44, 1.74, 0.35], [-3.14, 1.75, -1.39], [-1.78, 1.77, -0.27], [-0.33, 2.90, -1.80], [-1.66, 4.06, -1.92], [-0.34, 4.12, -3.08], [-2.77, 4.15, -4.30], [2.77, -0.31, 4.62], [2.53, 0.72, 3.72], [3.75, 1.39, 3.68], [1.86, 1.41, 4.29], [0.07, -4.03, 4.34], [-0.19, -2.73, 4.04], [-0.21, -2.35, 2.71], [-0.47, -1.02, 2.39], [-0.74, -0.11, 3.42], [-0.74, -0.53, 4.75], [-0.48, -1.85, 5.06], [-0.02, -3.08, 1.94], [-0.65, -0.75, 1.36], [-0.97, 0.19, 5.52], [-0.48, -2.19, 6.09], [6.00, 1.77, -2.49], [5.77, 0.95, -0.99], [6.84, 0.27, -0.40], [6.60, -0.34, 0.83], [5.35, -0.24, 1.39], [4.32, 0.37, 0.80], [4.53, 0.95, -0.38], [7.81, 0.24, -0.86], [7.38, -0.88, 1.33], [5.15, -0.67, 2.37], [3.67, 1.42, -0.85]]}



B) {"formula": "C44H39ClF3N3O5OsTe", "method": "ωB97M-V/def2-TZVPD", "s_squared": 0.7554, "spin_multiplicity": 2, "total_charge": -1, "symbols": ["Os", "O", "C", "O", "C", "C", "C", "N", "C", "C", "C", "O", "O", "H", "H", "H", "C", "C", "C", "C", "C", "C", "Te", "N", "C", "O", "C", "C", "C", "C", "C", "C", "C", "C", "C", "C", "C", "C", "C", "C", "C", "C", "C", "C", "H", "H", "H", "H", "H", "H", "H", "H", "H", "H", "H", "H", "H", "H", "H", "H", "H", "H", "H", "H", "H", "H", "H", "H", "H", "H", "H", "F", "C", "F", "H", "F", "C", "C", "C", "C", "C", "C", "H", "H", "H", "H", "Cl", "C", "C", "C", "C", "N", "C", "H", "H", "H", "H"], "positions_angstrom": [[0.31, -0.79, -0.39], [6.45, 1.03, 2.35], [5.40, 1.00, 3.02], [5.17, 1.29, 4.21], [4.16, 0.49, 2.24], [2.94, 0.33, 2.89], [1.83, -0.06, 2.17], [1.88, -0.28, 0.86], [3.06, -0.18, 0.22], [4.21, 0.21, 0.88], [3.03, -0.53, -1.25], [4.01, -0.42, -1.95], [1.86, -0.95, -1.69], [2.88, 0.54, 3.95], [0.85, -0.17, 2.63], [5.15, 0.30, 0.35], [-3.34, 4.59, 9.44], [-2.76, 3.98, 8.20], [-1.62, 4.50, 7.60], [-1.07, 3.95, 6.44], [0.18, 4.56, 5.88], [-1.70, 2.84, 5.86], [-0.89, 1.96, 4.10], [-1.20, 0.05, 0.55], [-2.00, 0.93, 0.20], [-1.85, 1.75, -0.94], [-3.33, 1.19, 0.82], [-4.19, 2.18, 0.37], [-5.46, 2.31, 0.90], [-5.89, 1.45, 1.91], [-5.03, 0.47, 2.38], [-3.76, 0.33, 1.84], [-1.10, 3.63, 2.81], [0.02, 4.12, 2.13], [1.42, 3.61, 2.39], [-0.15, 5.14, 1.19], [-1.39, 5.70, 0.94], [-1.56, 6.77, -0.10], [-2.48, 5.23, 1.66], [-2.36, 4.21, 2.59], [-3.59, 3.76, 3.35], [-2.85, 2.29, 6.45], [-3.57, 1.09, 5.90], [-3.35, 2.87, 7.61], [-2.69, 5.37, 9.83], [-3.47, 3.84, 10.22], [-4.32, 5.03, 9.24], [-1.14, 5.36, 8.04], [0.56, 5.34, 6.55], [0.00, 5.01, 4.90], [0.95, 3.81, 5.75], [-3.86, 2.85, -0.42], [-6.12, 3.08, 0.54], [-6.88, 1.55, 2.32], [-5.35, -0.21, 3.16], [-3.08, -0.43, 2.19], [1.70, 3.74, 3.43], [2.14, 4.13, 1.77], [1.51, 2.54, 2.18], [0.72, 5.50, 0.66], [-0.59, 7.12, -0.47], [-2.10, 7.63, 0.31], [-2.13, 6.40, -0.95], [-3.46, 5.67, 1.49], [-4.48, 4.19, 2.89], [-3.54, 4.08, 4.39], [-3.68, 2.68, 3.34], [-3.47, 1.01, 4.82], [-4.63, 1.14, 6.14], [-3.18, 0.17, 6.33], [-4.24, 2.44, 8.06], [-1.19, -3.08, 0.55], [0.08, -2.51, 0.65], [0.94, -3.47, 0.16], [0.28, -2.43, 1.73], [2.94, 2.32, -3.50], [1.78, 2.14, -2.84], [1.74, 2.34, -1.48], [0.53, 2.16, -0.81], [-0.61, 1.80, -1.53], [-0.54, 1.59, -2.90], [0.67, 1.76, -3.56], [2.64, 2.62, -0.94], [0.45, 2.36, 0.24], [-1.43, 1.31, -3.44], [0.75, 1.60, -4.63], [-4.92, -2.20, -2.21], [-3.26, -1.95, -2.62], [-2.82, -2.08, -3.93], [-1.48, -1.87, -4.18], [-0.63, -1.53, -3.14], [-1.07, -1.39, -1.88], [-2.36, -1.62, -1.62], [-3.52, -2.35, -4.71], [-1.08, -1.97, -5.18], [0.42, -1.34, -3.29], [-2.68, -1.53, -0.59]]}



In kJ/mol, relative to the most stable structure: A) 242.9; B) 0.0.